Formula: C20H22ClIIrN5OSSeSi
Source: the Open Molecules 2025 dataset
Level of theory: ωB97M-V with the def2-TZVPD basis set

Geometry as ORCA input:
```
! wB97M-V def2-TZVPD RIJCOSX def2/J DEFGRID3
* xyz 0 5
Ir -0.553 -1.490 1.653
C 3.305 -0.952 3.397
C 2.126 -1.181 2.504
N 0.893 -1.387 2.986
N 0.681 -1.451 4.304
C -0.526 -1.700 4.691
N -0.828 -1.794 6.011
S -1.835 -2.020 3.551
C 2.225 -1.226 1.101
C 3.419 -0.973 0.390
C 3.461 -1.140 -0.963
C 2.305 -1.583 -1.634
C 1.150 -1.759 -0.909
N 1.079 -1.579 0.407
H 3.000 -1.038 4.435
H 3.719 0.043 3.239
H 4.083 -1.690 3.199
H -0.204 -1.335 6.655
H -1.804 -1.823 6.250
H 4.279 -0.643 0.946
H 4.368 -0.945 -1.515
H 2.309 -1.759 -2.696
H 0.233 -2.052 -1.404
Cl -6.403 1.178 -0.725
C -4.741 1.044 -0.278
C -4.023 2.188 0.003
C -2.700 2.098 0.401
I -1.538 3.819 0.729
C -2.040 0.868 0.563
O -0.835 0.771 0.969
C -2.804 -0.310 0.233
N -2.151 -1.493 0.367
C -2.770 -2.604 -0.015
C -4.089 -2.621 -0.451
C -4.805 -1.446 -0.514
C -4.151 -0.236 -0.198
H -4.502 3.151 -0.093
H -2.193 -3.516 0.043
H -4.539 -3.560 -0.725
H -5.843 -1.435 -0.810
C 3.436 2.248 -3.120
Si 1.547 2.288 -2.829
C 0.905 4.029 -3.261
C 0.706 1.026 -3.993
Se 1.253 1.795 -0.594
H 3.674 2.548 -4.136
H 3.840 1.256 -2.952
H 3.940 2.929 -2.442
H 1.076 4.237 -4.311
H 1.412 4.793 -2.683
H -0.157 4.121 -3.068
H 0.992 1.225 -5.021
H -0.377 1.076 -3.932
H 0.995 0.008 -3.758
*
```

Values from the calculation:
HOMO-LUMO gap (spin up / spin down) = 5.25 / 5.39 eV
HOMO (spin up / spin down) = -5.745 / -7.417 eV
E = -138116.3699 eV
molecular weight = 842.1 g mol⁻¹
expectation value of S² = 6.02

Formula: C20H22F3N3O3
Source: the Open Molecules 2025 dataset
Level of theory: ωB97M-V with the def2-TZVPD basis set

Geometry as ORCA input:
```
! wB97M-V def2-TZVPD RIJCOSX def2/J DEFGRID3
* xyz 0 1
C 2.644 1.401 -6.497
O 1.460 0.737 -6.136
C 1.318 0.305 -4.836
C 2.300 0.472 -3.869
C 2.147 0.026 -2.568
C 0.974 -0.615 -2.202
N 0.715 -1.091 -0.911
C 1.573 -1.131 0.156
O 2.733 -0.772 0.123
N 1.019 -1.647 1.305
C -0.396 -1.900 1.501
C -0.674 -2.005 3.007
N -0.084 -0.893 3.707
C -0.789 0.237 4.034
C -0.197 1.226 4.838
C -0.889 2.358 5.211
C -2.201 2.560 4.811
C -2.795 1.589 4.022
C -4.213 1.732 3.554
F -4.329 1.573 2.219
F -4.760 2.919 3.841
F -5.024 0.800 4.098
C -2.113 0.447 3.631
C 1.366 -0.834 3.595
C 1.857 -1.763 2.477
C -0.020 -0.785 -3.158
C 0.123 -0.340 -4.467
O -0.960 -0.607 -5.253
C -1.028 -0.163 -6.588
H 3.521 0.757 -6.380
H 2.523 1.654 -7.550
H 2.786 2.320 -5.919
H 3.224 0.963 -4.126
H 2.934 0.168 -1.849
H -0.187 -1.528 -0.814
H -0.706 -2.832 1.005
H -0.983 -1.066 1.098
H -1.745 -2.047 3.192
H -0.240 -2.928 3.405
H 0.812 1.091 5.192
H -0.403 3.095 5.831
H -2.745 3.443 5.102
H -2.631 -0.257 2.999
H 1.663 0.190 3.353
H 1.841 -1.125 4.541
H 1.879 -2.805 2.814
H 2.865 -1.475 2.177
H -0.950 -1.275 -2.909
H -0.253 -0.620 -7.207
H -0.951 0.924 -6.658
H -2.009 -0.481 -6.941
*
```

Values from the calculation:
energy above the lowest of the compared OMol25 structures with the same formula, charge and spin = 26.5 kcal/mol
HOMO-LUMO gap = 8.21 eV
HOMO = -7.689 eV
E = -39862.6020 eV
molecular weight = 409.4 g mol⁻¹

Formula: C20H22F4HoN3S
Source: the Open Molecules 2025 dataset
Level of theory: ωB97M-V with the def2-TZVPD basis set

Geometry as ORCA input:
```
! wB97M-V def2-TZVPD RIJCOSX def2/J DEFGRID3
* xyz 0 5
Ho 0.250 -0.447 0.864
C -3.112 -0.396 2.393
C -3.357 -0.640 0.905
N -2.275 -0.147 0.033
C -2.366 -0.778 -1.300
C -3.686 -0.624 -2.059
C -2.316 1.328 -0.040
C -1.214 1.955 -0.916
N 0.040 1.245 -0.742
C 1.152 1.729 -1.286
C 2.359 0.999 -1.098
F 2.245 -0.207 -0.379
C 3.600 1.403 -1.520
F 4.673 0.636 -1.258
C 3.753 2.597 -2.202
C 2.601 3.334 -2.448
F 2.721 4.508 -3.092
C 1.349 2.919 -2.047
F 0.290 3.707 -2.375
H -3.889 -0.898 2.967
H -3.148 0.662 2.645
H -2.134 -0.799 2.692
H -4.316 -0.179 0.626
H -3.437 -1.719 0.740
H -2.172 -1.849 -1.171
H -1.566 -0.361 -1.914
H -4.503 -1.141 -1.563
H -3.566 -1.070 -3.044
H -3.961 0.418 -2.198
H -2.187 1.698 0.985
H -3.291 1.677 -0.412
H -1.125 3.006 -0.609
H -1.520 1.958 -1.974
H 4.720 2.947 -2.512
C 0.577 -0.059 3.134
H 1.111 -0.705 3.843
H 0.337 0.854 3.697
S -0.135 -5.314 0.646
C 0.010 -3.686 1.227
N 0.189 -2.748 0.299
C 0.233 -3.306 -0.945
C 0.425 -2.617 -2.154
C 0.415 -3.327 -3.337
C 0.234 -4.708 -3.351
C 0.062 -5.415 -2.168
C 0.062 -4.709 -0.982
H 0.003 -3.486 2.282
H 0.588 -1.543 -2.146
H 0.553 -2.801 -4.272
H 0.237 -5.238 -4.290
H -0.067 -6.486 -2.168
*
```

Values from the calculation:
HOMO-LUMO gap (spin up / spin down) = 6.18 / 5.01 eV
HOMO (spin up / spin down) = -6.624 / -5.477 eV
E = -73066.7978 eV
molecular weight = 577.4 g mol⁻¹
expectation value of S² = 6.01

Formula: C20H22F5N3O6PtS2SbSe4
Source: the Open Molecules 2025 dataset
Level of theory: ωB97M-V with the def2-TZVPD basis set

Geometry as ORCA input:
```
! wB97M-V def2-TZVPD RIJCOSX def2/J DEFGRID3
* xyz -1 5
Pt 0.502 -1.323 0.209
C -3.648 -0.931 3.119
N -3.117 -1.675 2.004
C -3.161 -3.118 2.109
C -2.413 -1.113 1.009
O -1.952 -1.778 0.088
C -2.176 0.399 1.057
O -1.115 0.777 0.208
C -1.489 1.132 -1.110
C -1.189 0.049 -2.138
O -0.337 -0.826 -1.947
N -1.902 0.114 -3.261
C -1.863 -0.977 -4.207
C -2.682 1.273 -3.654
H -4.277 -1.598 3.702
H -2.851 -0.553 3.763
H -4.257 -0.099 2.768
H -4.195 -3.466 2.088
H -2.615 -3.547 1.268
H -2.687 -3.435 3.040
H -3.098 0.939 0.794
H -1.878 0.689 2.069
H -2.555 1.372 -1.137
H -0.934 2.039 -1.385
H -1.441 -1.856 -3.727
H -2.878 -1.209 -4.532
H -1.256 -0.732 -5.077
H -2.133 2.205 -3.476
H -2.885 1.196 -4.720
H -3.642 1.310 -3.130
F 5.536 0.007 5.216
C 4.340 -0.224 4.655
C 4.238 -1.060 3.547
F 5.332 -1.645 3.049
C 3.005 -1.283 2.959
F 2.946 -2.090 1.878
C 1.826 -0.686 3.435
S 0.273 -0.922 2.748
C 1.964 0.138 4.567
F 0.874 0.725 5.083
C 3.188 0.366 5.168
F 3.276 1.162 6.242
Se 3.766 -2.517 -1.985
Sb 1.781 -3.947 -1.704
Se 0.451 -3.645 0.488
Se 0.309 -3.948 -3.688
Se 2.573 -6.312 -1.569
N 2.420 -0.034 -0.002
C 2.069 1.135 -0.703
C 1.975 1.082 -2.095
C 1.506 2.184 -2.780
C 1.177 3.326 -2.081
C 1.304 3.409 -0.712
C 1.771 2.309 -0.012
S 0.138 4.525 -2.944
O 0.082 5.700 -2.099
O 0.712 4.709 -4.261
O -1.102 3.728 -2.927
H 3.036 -0.651 -0.550
H 2.833 0.170 0.903
H 2.248 0.172 -2.614
H 1.371 2.184 -3.848
H 1.030 4.330 -0.223
H 1.881 2.346 1.064
*
```

Values from the calculation:
energy above the lowest of the compared OMol25 structures with the same formula, charge and spin = 21.9 kcal/mol
HOMO-LUMO gap (spin up / spin down) = 6.80 / 4.79 eV
HOMO (spin up / spin down) = -5.692 / -5.621 eV
E = -344280.3488 eV
molecular weight = 1192.2 g mol⁻¹
expectation value of S² = 6.02